Density functional theory data (the ωB97M-V functional and the def2-TZVPD basis) for a single C8H12O2S molecule.

Bonds (Å) are listed after each position.
Positions of all 23 atoms, in Å:
1 O 0.4939 2.0678 0.3666  C2 1.338, H12 0.963
2 C 0.9099 0.8489 0.7292  O1 1.338, C3 1.529, C6 1.788, H13 1.189
3 C 2.4256 0.6946 0.6031  C2 1.529, C4 1.324, H14 1.084
4 C 2.8280 -0.3493 -0.1047  C3 1.324, S5 1.731, H15 1.021
5 S 1.6977 -1.5443 -0.6439  C4 1.731, C6 1.835
6 C 0.2333 -0.6120 -0.0490  C2 1.788, S5 1.835, C7 1.556, C10 1.577
7 C -0.7595 -1.4319 0.8244  C6 1.556, C8 1.514, H16 1.125, H17 1.131
8 C -1.9794 -0.5350 0.8517  C7 1.514, C9 1.574, H18 1.131, H19 1.094
9 C -1.9822 0.2830 -0.4931  C8 1.574, C10 1.499, H20 1.145, H21 1.168
10 C -0.7606 -0.2130 -1.2067  C6 1.577, C9 1.499, O11 1.448, H22 1.128
11 O -0.0261 0.7750 -1.9685  C10 1.448, H23 1.005
12 H 0.8422 2.4035 -0.4661  O1 0.963
13 H 0.5907 0.8957 1.8735  C2 1.189
14 H 3.0728 1.4372 1.0549  C3 1.084
15 H 3.8086 -0.3909 -0.3847  C4 1.021
16 H -0.3657 -1.7366 1.8335  C7 1.125
17 H -0.8562 -2.3822 0.2198  C7 1.131
18 H -2.0960 0.2555 1.6515  C8 1.131
19 H -2.8753 -1.1539 0.9518  C8 1.094
20 H -2.8757 -0.0118 -1.1460  C9 1.145
21 H -2.0684 1.4190 -0.2357  C9 1.168
22 H -1.0367 -0.9735 -1.9929  C10 1.128
23 H 0.7790 0.2540 -2.2689  O11 1.005

* E_LUMO: 0.74 eV
* frontier orbital gap: 9.092 eV
* total charge: 0
* energy relative to the best compared isomer or geometry (same formula, charge and spin): 66.8 kJ/mol
* DFT total energy: -23418.6139 eV